1.
The following is a quantum chemistry calculation of a structure of composition C33H25N3PSn, from the Open Molecules 2025 dataset.

Each line ends with the natural charge from an NBO analysis.
Atoms and positions in Å:
1 Sn -0.52355 0.75450 0.86710  1.169
2 C -2.45420 -5.89166 -1.51897  -0.176
3 C -2.81508 -4.84853 -2.35852  -0.206
4 C -2.32283 -3.57034 -2.13396  -0.228
5 C -1.47285 -3.33012 -1.05815  -0.265
6 C -1.12371 -4.38083 -0.20933  -0.220
7 C -1.60391 -5.65806 -0.44569  -0.206
8 P -0.79104 -1.69437 -0.68147  0.818
9 C -1.71119 -0.51716 -1.73349  -0.286
10 C -1.14728 0.14010 -2.82644  -0.228
11 C -1.88102 1.08825 -3.52913  -0.218
12 C -3.18093 1.38847 -3.14812  -0.198
13 C -3.74970 0.74745 -2.05404  -0.199
14 C -3.01464 -0.18731 -1.34311  -0.239
15 C 0.87051 -1.66547 -1.40806  -0.365
16 C 1.29661 -2.66459 -2.24384  -0.184
17 C 2.58888 -2.65038 -2.80521  -0.198
18 C 3.42915 -1.61794 -2.52195  -0.162
19 C 3.02609 -0.56317 -1.66463  -0.091
20 C 3.92468 0.49672 -1.39413  -0.143
21 C 3.56392 1.52306 -0.57723  -0.227
22 C 2.27972 1.52217 0.00488  -0.203
23 C 1.35965 0.51898 -0.21361  -0.559
24 C 1.73339 -0.56917 -1.07754  0.028
25 H -2.83771 -6.88738 -1.69771  0.224
26 H -3.47695 -5.02907 -3.19519  0.225
27 H -2.59837 -2.76383 -2.80184  0.222
28 H -0.47254 -4.19807 0.63803  0.220
29 H -1.32426 -6.46970 0.21266  0.225
30 H -0.13786 -0.09666 -3.13799  0.232
31 H -1.43840 1.58130 -4.38507  0.227
32 H -3.75401 2.11843 -3.70498  0.226
33 H -4.76311 0.97846 -1.75347  0.227
34 H -3.45645 -0.67668 -0.48152  0.230
35 H 0.62970 -3.48539 -2.47719  0.229
36 H 2.90020 -3.45302 -3.45990  0.227
37 H 4.42464 -1.58455 -2.94778  0.221
38 H 4.90588 0.47306 -1.85271  0.220
39 H 4.25105 2.33268 -0.36945  0.224
40 H 2.02853 2.35501 0.65100  0.200
41 C 1.94161 -0.38686 5.89682  -0.167
42 C 1.26581 0.79340 6.19143  -0.193
43 C 0.77466 1.59049 5.17432  -0.211
44 C 0.96683 1.18349 3.85818  0.135
45 C 1.63307 0.00285 3.55161  -0.217
46 C 2.12768 -0.78303 4.58013  -0.190
47 N 0.49330 1.93487 2.74262  -0.212
48 N 0.16773 3.11283 2.95555  -0.133
49 C -0.30540 3.80209 1.80732  0.279
50 C -0.62376 5.14020 1.95994  -0.197
51 C -1.05965 5.83736 0.84488  -0.135
52 C -1.16621 5.17274 -0.36745  -0.224
53 C -0.84379 3.82745 -0.42423  0.076
54 N -0.41687 3.15437 0.64471  -0.525
55 H 2.32248 -1.00161 6.70131  0.230
56 H 1.11920 1.08884 7.22136  0.231
57 H 0.24249 2.50672 5.38503  0.240
58 H 1.79192 -0.27672 2.51581  0.232
59 H 2.65765 -1.69788 4.35412  0.229
60 H -0.51726 5.60060 2.93140  0.251
61 H -1.31118 6.88633 0.92070  0.241
62 H -1.49587 5.68305 -1.26092  0.243
63 H -0.92547 3.26321 -1.34685  0.221

Forces on atoms 1 to 6 (eV/Å):
Sn -0.35 -0.05 0.14
C 0.01 0.00 0.01
C 0.00 0.00 -0.01
C 0.02 0.00 -0.04
C -0.03 0.00 -0.03
C 0.00 0.02 0.02

Net charge: +1
Kohn-Sham gap in eV: 6.2
DFT total energy in eV: -54211.362
Energy above the lowest of the compared OMol25 structures with the same formula, charge and spin in eV: 0.000

=====

2.
The following is a quantum chemistry calculation of a cluster of 6 separate species, C27H38ClF15O12Si in total, from the Open Molecules 2025 dataset.

Each line ends with the Mulliken charge.
Atoms and positions in Å:
1 C 3.18710 0.57913 -2.86766  -1.367
2 C 2.09868 -0.28925 -2.24718  -0.209
3 C 0.84293 0.50200 -1.88747  -0.187
4 Cl 1.10708 1.39924 -0.33906  -0.039
5 Si -0.70910 -0.54501 -1.59794  0.033
6 C -2.26658 0.52010 -1.69495  -0.486
7 C -2.32103 1.51314 -2.80751  -0.096
8 O -3.01181 1.41289 -3.78602  -0.450
9 C -0.75629 -2.06748 -2.70551  -0.764
10 C -0.85488 -1.71158 -4.15755  -0.022
11 O -0.85517 -0.57579 -4.55439  -0.451
12 H 2.80196 1.13008 -3.72697  0.361
13 H 3.55904 1.29871 -2.13939  0.282
14 H 4.02628 -0.02897 -3.20137  0.397
15 H 2.48777 -0.73914 -1.33149  0.379
16 H 1.85234 -1.11143 -2.92211  0.082
17 H 0.66868 1.27557 -2.63482  0.398
18 H -0.64484 -1.04315 -0.20677  -0.226
19 H -2.26749 1.06784 -0.74672  0.324
20 H -3.15417 -0.11463 -1.73074  0.391
21 H -1.66665 2.40089 -2.68670  0.349
22 H 0.17117 -2.64315 -2.59763  0.310
23 H -1.55272 -2.76543 -2.43250  0.586
24 H -0.89425 -2.55372 -4.87497  0.436
25 C 2.95245 -4.67644 -8.83751  -1.119
26 C 2.05104 -3.89418 -7.91119  -0.203
27 O 1.46029 -4.75333 -6.90423  -0.308
28 C 2.22475 -5.04425 -5.86707  0.351
29 O 3.33981 -4.67347 -5.64954  -0.516
30 C 1.43328 -5.92799 -4.87327  0.862
31 F 0.79083 -6.91840 -5.49239  -0.250
32 F 0.52005 -5.16589 -4.24487  -0.215
33 F 2.24092 -6.44834 -3.96071  -0.246
34 H 2.40583 -5.50069 -9.29559  0.304
35 H 3.31981 -4.02100 -9.62667  0.370
36 H 3.80872 -5.08266 -8.30095  0.325
37 H 1.19816 -3.47697 -8.44084  0.324
38 H 2.58372 -3.08480 -7.41343  0.320
39 C -3.93080 0.56062 -6.83014  -0.748
40 C -5.34188 0.92547 -6.44374  -0.236
41 O -6.07839 1.47360 -7.56826  -0.318
42 C -6.57476 0.59804 -8.41957  0.321
43 O -6.50603 -0.59514 -8.37388  -0.513
44 C -7.34755 1.34024 -9.53744  0.910
45 F -6.65136 2.37664 -10.01340  -0.247
46 F -8.50794 1.80530 -9.05281  -0.255
47 F -7.61543 0.51699 -10.54473  -0.241
48 H -3.41384 1.42550 -7.24642  0.294
49 H -3.39077 0.23493 -5.94262  0.050
50 H -3.91536 -0.24005 -7.56979  0.378
51 H -5.35087 1.71685 -5.69877  0.283
52 H -5.89077 0.07068 -6.05051  0.323
53 C 2.39906 0.85847 6.55566  -1.027
54 C 2.87055 2.25736 6.23361  -0.275
55 O 2.69058 2.55908 4.82772  -0.350
56 C 1.47672 2.91878 4.46087  0.235
57 O 0.50808 3.04442 5.15280  -0.490
58 C 1.45806 3.22469 2.94372  0.993
59 F 2.08071 2.27732 2.24371  -0.264
60 F 2.07084 4.39365 2.71350  -0.282
61 F 0.20457 3.31724 2.50753  -0.220
62 H 2.89673 0.13536 5.91161  0.253
63 H 2.62009 0.62585 7.59709  0.402
64 H 1.32384 0.76486 6.40605  0.322
65 H 3.94052 2.36471 6.39576  0.335
66 H 2.35305 3.01188 6.82495  0.317
67 C -1.57322 5.30518 5.84025  -1.080
68 C -2.24160 5.14564 4.49652  -0.007
69 O -3.60558 4.67640 4.63905  -0.360
70 C -4.50710 5.59203 4.94021  0.308
71 O -4.33890 6.76494 5.09875  -0.515
72 C -5.90633 4.93466 5.02514  0.933
73 F -5.87600 3.80304 5.73498  -0.248
74 F -6.34238 4.64096 3.79165  -0.253
75 F -6.77649 5.76236 5.59085  -0.241
76 H -1.60684 4.36718 6.39250  0.278
77 H -0.52953 5.58054 5.69709  0.296
78 H -2.05996 6.07835 6.43464  0.409
79 H -1.74989 4.37803 3.90535  0.154
80 H -2.24821 6.07658 3.93042  0.334
81 C 5.38369 -4.50755 10.42205  -1.099
82 C 5.73220 -3.10054 9.99563  -0.217
83 O 5.51327 -2.91281 8.57597  -0.308
84 C 4.26566 -2.68592 8.20692  0.268
85 O 3.29836 -2.60046 8.90382  -0.504
86 C 4.20467 -2.47925 6.67443  1.009
87 F 4.91423 -3.39910 6.02025  -0.255
88 F 4.70225 -1.26932 6.37108  -0.262
89 F 2.94879 -2.52912 6.24801  -0.248
90 H 5.94808 -5.23417 9.83767  0.304
91 H 5.63011 -4.64057 11.47515  0.370
92 H 4.32095 -4.70523 10.28976  0.322
93 H 6.79023 -2.89154 10.13330  0.311
94 H 5.15420 -2.35611 10.54173  0.322

Forces on atoms 1 to 6 (eV/Å):
C -0.04 -0.01 0.05
C 0.20 0.16 0.14
C -0.05 -0.23 -0.06
Cl -0.02 0.13 -0.13
Si 0.01 0.00 0.21
C -0.06 0.10 0.05

Kohn-Sham gap in eV: 10.3
DFT total energy in eV: -114349.816
Structure (SMILES): CC[C@H](Cl)[SiH](CC=O)CC=O.CCOC(=O)C(F)(F)F.CCOC(=O)C(F)(F)F.CCOC(=O)C(F)(F)F.CCOC(=O)C(F)(F)F.CCOC(=O)C(F)(F)F
Energy above the lowest of the compared OMol25 structures with the same formula, charge and spin in eV: 0.000

=====

3.
The following is a quantum chemistry calculation of a cluster of 2 separate species, C4H11OP in total at a distorted geometry, from the Open Molecules 2025 dataset.

Each line ends with the natural charge from an NBO analysis.
Atoms and positions in Å:
1 C -1.46605 -1.18583 1.02994  -0.643
2 C -1.11543 0.46612 -0.85356  -0.670
3 C 1.26408 1.83756 0.20457  -1.013
4 C -0.65568 -0.04231 0.46967  -0.362
5 O 2.82712 -1.67034 -0.61040  -0.944
6 P 0.59429 0.60844 1.32487  0.654
7 H -2.49978 -1.09316 0.96033  0.212
8 H -1.13333 -2.09785 0.63589  0.218
9 H -1.24408 -1.12560 2.20526  0.216
10 H -2.12854 0.61867 -0.60074  0.224
11 H -1.23681 -0.39360 -1.54897  0.219
12 H -0.50988 1.32556 -1.27513  0.233
13 H 1.58592 1.62971 -0.78357  0.243
14 H 2.04962 2.34968 0.72312  0.240
15 H 0.61588 2.83223 -0.03988  0.231
16 H 1.89667 -1.57605 -0.22794  0.473
17 H 3.19084 -2.40351 -0.06533  0.468

Forces on atoms 1 to 6 (eV/Å):
C 2.38 1.81 3.90
C 1.09 -0.82 -0.56
C -1.38 4.14 -0.44
C -0.14 -0.23 -0.69
O -1.58 -0.68 1.38
P 0.08 -0.36 0.71

Kohn-Sham gap in eV: 9.5
DFT total energy in eV: -15660.726
Structure (SMILES): CP=C(C)C.O
Energy above the lowest of the compared OMol25 structures with the same formula, charge and spin in eV: 2.135